Entry 1:
{
  "formula": "C22H24ClN3O6PdS",
  "method": "the ωB97M-V functional and the def2-TZVPD basis",
  "species": ["Pd", "C", "C", "N", "C", "C", "N", "C", "O", "O", "C", "O", "O", "H", "H", "H", "H", "H", "O", "N", "C", "C", "C", "C", "C", "S", "H", "H", "H", "H", "Cl", "C", "C", "C", "C", "C", "C", "C", "H", "H", "H", "H", "H", "H", "C", "C", "C", "C", "O", "H", "H", "H", "H", "H", "H", "H", "H", "H"],
  "positions_angstrom": [[-0.400, -0.228, -0.119], [1.323, -1.021, 3.448], [1.563, -1.861, 2.245], [1.104, -1.622, 1.043], [1.610, -2.587, 0.219], [2.403, -3.436, 0.950], [2.359, -2.950, 2.222], [3.225, -4.662, 0.719], [3.288, -5.149, -0.479], [3.801, -5.161, 1.660], [1.277, -2.541, -1.261], [1.732, -3.455, -1.989], [0.579, -1.586, -1.663], [0.310, -0.625, 3.398], [2.017, -0.179, 3.458], [1.451, -1.601, 4.366], [2.834, -3.399, 2.989], [2.723, -4.575, -1.154], [-1.384, 0.397, 1.888], [-1.214, 1.610, 2.304], [-2.140, 2.087, 3.148], [-2.073, 3.356, 3.662], [-1.017, 4.181, 3.289], [-0.079, 3.694, 2.439], [-0.131, 2.374, 1.931], [1.077, 1.742, 0.902], [-2.929, 1.380, 3.360], [-2.846, 3.690, 4.340], [-0.948, 5.197, 3.662], [0.752, 4.307, 2.116], [-4.205, 0.880, 0.462], [-3.669, -0.778, 0.611], [-4.226, -1.547, 1.619], [-3.818, -2.857, 1.802], [-2.846, -3.381, 0.962], [-2.308, -2.603, -0.048], [-2.691, -1.271, -0.261], [-2.082, -0.491, -1.327], [-4.977, -1.107, 2.265], [-4.250, -3.456, 2.595], [-2.507, -4.403, 1.090], [-1.558, -3.013, -0.713], [-2.519, 0.461, -1.580], [-1.620, -1.043, -2.135], [-1.014, 2.429, -3.258], [0.016, 2.590, -2.138], [1.302, 1.875, -2.545], [0.309, 4.082, -1.925], [-0.575, 2.049, -0.977], [-0.661, 2.924, -4.169], [-1.965, 2.876, -2.955], [-1.174, 1.368, -3.472], [1.675, 2.266, -3.500], [1.121, 0.803, -2.647], [2.071, 2.022, -1.781], [0.770, 4.534, -2.814], [0.986, 4.197, -1.074], [-0.624, 4.610, -1.704]],
  "mulliken_spin": [-0.196, 0.018, 0.001, -0.014, -0.004, 0.000, 0.000, 0.000, 0.000, 0.000, -0.001, 0.000, -0.034, -0.007, -0.001, 0.001, 0.000, 0.000, -0.006, 0.053, -0.035, 0.054, -0.025, 0.015, -0.028, 0.322, 0.000, 0.004, -0.002, -0.001, 0.004, 0.071, -0.039, 0.071, -0.038, 0.057, -0.059, 0.221, 0.000, 0.006, -0.002, 0.009, 0.009, 0.001, 0.063, -0.034, -0.006, 0.007, 0.553, -0.001, 0.001, -0.002, 0.000, 0.000, 0.004, -0.002, -0.002, -0.002],
  "de_lowest_kj_mol": 187.6,
  "s2": 1.05,
  "orbital_gap_ev": [6.76, 6.25],
  "lumo_ev": [2.60, 1.75],
  "spin_multiplicity": 2,
  "molar_mass_g_mol": 600.39,
  "charge": -1
}

Entry 2:
{
  "formula": "C4H9NO2S",
  "method": "the ωB97M-V functional and the def2-TZVPD basis",
  "species": ["C", "O", "C", "S", "C", "O", "C", "N", "H", "H", "H", "H", "H", "H", "H", "H", "H"],
  "positions_angstrom": [[-0.420, 1.387, 2.504], [-0.478, 0.217, 1.591], [-0.990, 0.343, 0.310], [-1.706, 1.868, -0.055], [-0.636, -0.826, -0.523], [-0.066, -1.906, 0.254], [0.565, -0.174, -1.371], [1.223, -1.148, -2.098], [-0.285, 2.330, 1.664], [0.538, 1.166, 3.083], [-1.377, 1.275, 3.388], [-1.503, -1.082, -1.116], [0.983, -1.867, -0.216], [1.140, -0.083, -0.461], [0.182, 0.828, -1.725], [0.622, -1.604, -2.838], [2.208, -0.724, -2.389]],
  "mulliken_charge": [-0.535, -0.249, 0.100, -0.302, 0.230, -0.556, -1.087, -0.425, 0.296, 0.218, 0.201, 0.366, 0.453, 0.537, 0.257, 0.232, 0.265],
  "de_lowest_kj_mol": 474.9,
  "orbital_gap_ev": 8.93,
  "lumo_ev": 0.32,
  "smiles": "COC(=S)[C@H](O)CN",
  "molar_mass_g_mol": 135.19
}

Entry 3:
{
  "formula": "CH3F3N2",
  "method": "the ωB97M-V functional and the def2-TZVPD basis",
  "species": ["C", "N", "N", "F", "F", "F", "H", "H", "H"],
  "positions_angstrom": [[-1.636, 0.036, -0.147], [1.621, -0.287, 0.188], [1.308, 0.097, -0.999], [-2.417, -1.048, -0.256], [-0.934, -0.067, 1.020], [-2.404, 1.137, -0.067], [1.636, 0.316, 1.006], [1.639, -1.291, 0.328], [1.188, 1.106, -1.072]],
  "mulliken_charge": [0.188, -0.005, -0.350, -0.216, -0.211, -0.193, 0.256, 0.281, 0.251],
  "de_lowest_kj_mol": 291.8,
  "orbital_gap_ev": 5.73,
  "lumo_ev": -1.47,
  "molar_mass_g_mol": 100.04
}

Entry 4:
{
  "formula": "C15H31ClO4P2V",
  "method": "the ωB97M-V functional and the def2-TZVPD basis",
  "species": ["P", "P", "C", "C", "H", "H", "H", "H", "C", "H", "H", "H", "C", "H", "H", "H", "C", "H", "H", "H", "C", "H", "H", "H", "V", "C", "C", "C", "C", "C", "C", "C", "C", "C", "H", "H", "H", "H", "H", "H", "H", "H", "H", "H", "H", "H", "H", "H", "H", "O", "Cl", "O", "O", "O"],
  "positions_angstrom": [[0.195, -1.484, 1.652], [-0.093, 1.598, 1.754], [-0.173, -0.604, 0.053], [0.365, 0.834, 0.119], [-1.265, -0.593, -0.051], [0.235, -1.149, -0.807], [1.461, 0.828, 0.074], [0.003, 1.439, -0.721], [-1.739, 2.347, 1.421], [-2.010, 2.985, 2.267], [-2.488, 1.554, 1.346], [-1.741, 2.942, 0.500], [0.988, 3.080, 1.841], [0.947, 3.674, 0.921], [2.017, 2.760, 2.025], [0.668, 3.696, 2.686], [-0.880, -2.969, 1.570], [-0.647, -3.690, 2.361], [-0.758, -3.444, 0.593], [-1.922, -2.651, 1.664], [1.863, -2.203, 1.361], [2.611, -1.407, 1.397], [1.923, -2.721, 0.397], [2.084, -2.908, 2.168], [0.000, -0.002, 3.359], [0.576, 1.763, -3.920], [-0.739, 1.804, -3.673], [-1.862, 0.983, -4.250], [-1.485, -0.338, -4.956], [-0.763, -1.307, -4.052], [0.541, -1.368, -3.757], [1.685, -0.511, -4.232], [1.334, 0.857, -4.859], [0.040, -1.492, 4.863], [1.198, 2.453, -3.350], [-1.071, 2.542, -2.942], [-2.439, 1.608, -4.950], [-2.556, 0.751, -3.430], [-2.417, -0.807, -5.295], [-0.909, -0.128, -5.859], [-1.407, -2.034, -3.556], [0.844, -2.154, -3.065], [2.289, -1.086, -4.950], [2.346, -0.337, -3.371], [2.278, 1.347, -5.127], [0.795, 0.710, -5.797], [0.703, -1.187, 5.680], [0.357, -2.484, 4.517], [-0.975, -1.588, 5.274], [-0.722, 1.256, 7.504], [0.000, -0.002, 7.039], [1.432, 0.048, 7.567], [-0.719, -1.211, 7.638], [0.000, -0.002, 5.359]],
  "mulliken_spin": [-0.091, -0.071, 0.016, 0.016, 0.016, 0.001, 0.010, 0.001, 0.046, 0.001, -0.006, -0.001, 0.030, 0.000, -0.007, 0.003, 0.036, -0.002, 0.003, -0.009, 0.048, -0.014, 0.002, -0.001, 2.143, 0.000, 0.000, 0.000, 0.000, 0.001, 0.000, 0.000, 0.000, 0.115, 0.000, 0.000, 0.000, 0.000, 0.000, 0.000, 0.000, 0.000, 0.000, 0.000, 0.000, 0.000, 0.094, 0.084, 0.003, 0.099, 0.122, 0.067, 0.039, 0.208],
  "de_lowest_kj_mol": 751.8,
  "s2": 4.21,
  "orbital_gap_ev": [6.60, 6.09],
  "lumo_ev": [-0.15, -0.05],
  "spin_multiplicity": 4,
  "molar_mass_g_mol": 423.75
}